Entry 1:
ORCA calculation (ωB97M-V with the def2-TZVPD basis set) on C39H35ClFeN2Si2 as an isolated structure.

## Properties
LUMO (spin up / spin down): -0.9 / -1.0 eV
energy: -106656.06331 eV
⟨S²⟩: 6.024
orbital gap (spin up / spin down): 4.605 / 5.736 eV
spin multiplicity: 5

CARTESIAN COORDINATES (ANGSTROEM)
C: -1.525 -0.643 5.095
C: -2.370 -0.106 4.070
C: -2.379 -1.035 2.972
H: -2.966 0.797 4.144
C: -1.534 -2.139 3.326
C: -1.031 -1.905 4.647
H: -0.452 -2.603 5.238
H: -1.347 -0.202 6.075
H: -3.011 -0.979 2.085
H: -1.410 -3.056 2.748
Fe: -0.346 -0.310 3.145
Si: 1.640 0.006 -3.558
C: 1.255 1.527 -4.535
C: 2.032 1.987 -5.611
H: 2.997 1.521 -5.825
C: 1.567 3.031 -6.430
H: 2.159 3.366 -7.291
C: 0.336 3.652 -6.155
H: -0.020 4.482 -6.774
C: -0.428 3.217 -5.065
H: -1.386 3.700 -4.839
C: 0.034 2.167 -4.271
H: -0.576 1.843 -3.434
C: 1.605 -1.387 -4.778
C: 0.620 -1.290 -5.789
H: 0.143 -0.336 -5.996
C: 0.161 -2.428 -6.465
H: -0.669 -2.343 -7.171
C: 0.720 -3.681 -6.180
H: 0.291 -4.583 -6.616
C: 1.816 -3.763 -5.302
H: 2.280 -4.738 -5.119
C: 2.271 -2.622 -4.619
H: 3.096 -2.703 -3.918
H: 0.401 -0.174 -2.793
Si: -0.037 -0.033 0.694
C: -0.736 -1.634 0.020
C: -1.910 -1.652 -0.742
H: -2.387 -0.724 -1.041
C: -2.450 -2.867 -1.187
H: -3.362 -2.872 -1.780
C: -1.793 -4.071 -0.915
H: -2.204 -5.019 -1.268
C: -0.606 -4.063 -0.169
H: -0.084 -4.994 0.039
C: -0.063 -2.845 0.258
H: 0.916 -2.842 0.738
C: -1.073 1.410 0.002
C: -2.343 1.642 0.559
H: -2.690 1.055 1.408
C: -3.199 2.625 0.050
H: -4.167 2.794 0.518
C: -2.817 3.381 -1.057
H: -3.496 4.128 -1.482
C: -1.532 3.215 -1.579
H: -1.240 3.831 -2.425
C: -0.650 2.265 -1.028
H: 0.362 2.164 -1.422
H: 2.687 0.106 -2.514
Cl: 1.916 0.062 0.105
C: -0.595 3.629 4.765
C: 0.465 3.644 5.680
C: 1.341 2.558 5.696
C: 1.155 1.505 4.786
N: 0.105 1.489 3.892
C: -0.737 2.554 3.892
C: 1.922 0.273 4.800
C: 2.962 -0.018 5.691
C: 3.529 -1.292 5.716
C: 3.013 -2.259 4.843
C: 1.986 -1.918 3.968
N: 1.429 -0.680 3.934
H: -1.330 4.423 4.711
H: 0.581 4.472 6.378
H: 2.150 2.477 6.422
H: -1.545 2.499 3.159
H: 3.285 0.766 6.376
H: 4.331 -1.543 6.409
H: 3.380 -3.278 4.825
H: 1.560 -2.633 3.262

---

Entry 2:
ORCA calculation (ωB97M-V with the def2-TZVPD basis set) on a 3-piece molecular cluster, C5H15O3 overall.

## Properties
LUMO: 3.6 eV
energy: -11568.93817 eV
net charge: -1
orbital gap: 7.638 eV

CARTESIAN COORDINATES (ANGSTROEM)
C: -0.496 0.110 1.298
O: -1.668 -0.506 1.352
C: 0.291 -0.033 -0.095
C: 0.011 1.180 -0.971
C: 0.545 1.074 -2.318
C: 1.955 0.546 -2.315
H: -0.425 1.240 1.568
H: 0.253 -0.088 2.164
H: -0.083 -1.031 -0.611
H: 1.339 -0.165 0.353
H: 0.243 2.109 -0.448
H: -1.109 1.270 -1.187
H: 0.746 2.071 -2.943
H: 0.073 0.332 -3.061
H: 2.564 1.414 -2.865
H: 2.208 -0.354 -2.611
H: 2.303 0.528 -1.225
H: -1.285 -1.873 1.335
H: -2.011 -2.918 0.480
O: -1.435 -3.016 1.214
H: -0.919 -1.229 3.655
H: -1.767 -0.228 3.234
O: -1.336 -0.433 3.997

---

Entry 3:
ORCA calculation (ωB97M-V with the def2-TZVPD basis set) on a 2-piece molecular cluster, C4H13N4O overall.

## Properties
LUMO: -3.6 eV
energy: -12360.67040 eV
net charge: +1
orbital gap: 9.806 eV

CARTESIAN COORDINATES (ANGSTROEM)
C: 1.819 -0.993 -1.273
C: 0.578 -1.759 -1.058
O: -0.553 -1.292 -1.092
N: 0.702 -3.115 -0.781
H: -0.032 -3.715 -0.497
H: 1.650 -3.400 -0.629
H: 2.100 -0.348 -0.459
H: 1.682 -0.260 -2.098
H: 2.616 -1.679 -1.633
C: -0.233 3.286 0.422
C: -0.597 0.892 0.908
N: -1.978 0.777 0.931
N: -0.073 1.875 0.084
N: 0.104 0.151 1.696
H: -2.502 1.448 0.406
H: -2.485 -0.056 1.185
H: 0.510 1.642 -0.700
H: 1.032 0.342 2.039
H: -0.099 -0.748 1.975
H: -0.873 3.737 -0.296
H: 0.690 3.890 0.448
H: -0.531 3.301 1.445

---

Entry 4:
ORCA calculation (ωB97M-V with the def2-TZVPD basis set) on C12H24O3Si as an isolated structure.

## Properties
LUMO: -0.5 eV
energy: -26854.51564 eV
orbital gap: 7.631 eV

CARTESIAN COORDINATES (ANGSTROEM)
O: 0.293 -1.797 -1.825
O: 0.197 0.592 -3.084
O: -2.113 -0.568 -1.831
C: 1.446 -2.021 1.959
C: 1.011 -1.234 0.989
Si: -0.607 -0.693 -2.458
C: 1.196 -1.797 3.424
C: 2.342 -3.154 1.568
C: 2.125 2.042 -3.244
C: -1.947 1.943 1.916
C: 1.597 0.617 -3.279
C: -2.531 0.781 -1.813
C: 0.160 -0.016 1.167
C: -1.981 1.611 -0.637
C: -1.353 -0.339 0.998
C: -2.200 0.949 0.757
H: 1.196 -1.558 -0.010
H: 0.844 -2.707 3.870
H: 2.097 -1.500 3.947
H: 0.446 -1.026 3.571
H: 1.919 -3.693 0.725
H: 2.489 -3.887 2.367
H: 3.324 -2.764 1.229
H: 3.160 2.136 -3.597
H: 2.091 2.446 -2.221
H: 1.529 2.720 -3.869
H: -2.560 2.837 1.831
H: -2.191 1.466 2.869
H: -0.901 2.261 2.013
H: 1.783 0.133 -4.247
H: 2.080 -0.104 -2.530
H: -3.644 0.794 -1.811
H: -2.224 1.221 -2.764
H: 0.319 0.404 2.153
H: 0.439 0.737 0.417
H: -2.428 2.634 -0.651
H: -0.930 1.781 -0.779
H: -1.690 -0.816 1.928
H: -1.528 -1.093 0.176
H: -3.257 0.663 0.779

---

Entry 5:
ORCA calculation (ωB97M-V with the def2-TZVPD basis set) on C12H10Cl4O2Sn as an isolated structure.

## Properties
LUMO (spin up / spin down): -2.1 / -2.1 eV
energy: -72618.73690 eV
orbital gap (spin up / spin down): 6.111 / 6.008 eV

CARTESIAN COORDINATES (ANGSTROEM)
C: -2.377 -1.358 -0.381
C: -1.703 -1.509 -1.635
C: -1.477 -0.228 -2.186
H: -1.432 -2.454 -2.100
C: -1.949 0.744 -1.272
C: -2.534 0.084 -0.157
H: -3.127 0.553 0.637
H: -2.866 -2.164 0.181
H: -1.064 -0.024 -3.176
H: -1.930 1.820 -1.432
Sn: -0.911 -0.788 1.582
Cl: 0.322 -2.807 1.413
C: 2.710 -0.176 -0.239
C: 2.405 1.078 -0.856
C: 1.956 0.802 -2.195
H: 2.369 2.045 -0.366
C: 2.085 -0.596 -2.416
C: 2.523 -1.213 -1.217
H: 2.584 -2.276 -1.017
H: 2.989 -0.315 0.795
H: 1.717 1.546 -2.934
H: 1.831 -1.119 -3.352
Cl: -0.393 1.557 5.211
C: 0.059 1.075 3.696
Cl: 1.342 -0.010 3.524
Cl: -2.351 -0.606 3.457
C: -0.180 1.953 2.537
O: -0.376 3.159 2.524
O: -0.224 1.227 1.374